# 1
{
  "formula": "C7H9NO",
  "method": "ωB97M-V/def2-TZVPD",
  "e_lumo_ev": 0.715,
  "e_homo_ev": -8.7,
  "multiplicity": 1,
  "charge": 0,
  "smiles": "CCn1ccccc1=O",
  "species": ["C", "C", "C", "C", "C", "C", "C", "H", "H", "H", "H", "H", "H", "H", "H", "H", "N", "O"],
  "coordinates": [[2.73370, -0.24669, -0.57340], [1.69089, 0.06617, 0.51446], [-0.58585, -1.10105, 0.25975], [-1.89052, -1.26417, 0.06069], [-2.60044, 0.04978, -0.36457], [-2.09741, 1.18582, -0.00294], [-0.53585, 1.23314, 0.04864], [2.22481, -1.10948, -1.35300], [2.69031, 0.68152, -1.04311], [3.81427, -0.28135, -0.30456], [1.85568, 1.07849, 0.94478], [1.54227, -0.58579, 1.59125], [-0.40881, -2.02618, 0.83883], [-2.42677, -2.11927, -0.02133], [-3.58855, -0.18562, -0.71630], [-2.61563, 2.18173, -0.10392], [0.16830, 0.10993, 0.12423], [0.02958, 2.33303, 0.10049]],
  "forces_ev_per_angstrom": [[-2.504, -2.407, -1.030], [-2.269, -0.587, 4.401], [-0.134, -1.500, 1.287], [0.428, 6.976, -2.740], [-1.077, -5.105, 0.907], [2.700, 2.804, -1.077], [-1.516, 3.869, 1.239], [2.128, 2.294, 2.274], [-0.048, 1.420, -1.835], [-1.070, -0.930, 0.307], [-0.019, -0.579, -0.594], [1.150, 1.140, -3.284], [2.469, 0.672, -0.442], [-1.161, -2.614, 0.403], [-0.614, 0.784, -0.017], [0.864, -1.210, 0.126], [1.091, -4.361, 0.501], [-0.418, -0.669, -0.424]]
}

# 2
{
  "formula": "C7H9NO2",
  "method": "ωB97M-V/def2-TZVPD",
  "e_lumo_ev": [-0.328, -0.328],
  "e_homo_ev": [-9.1, -9.1],
  "multiplicity": 1,
  "charge": 0,
  "smiles": "C[C@@]1(N=O)CCC=CC1=O",
  "species": ["C", "C", "C", "C", "C", "C", "C", "N", "O", "O", "H", "H", "H", "H", "H", "H", "H", "H", "H"],
  "coordinates": [[-0.02498, -1.81750, 0.44749], [-1.30082, -1.57033, 0.48915], [1.05414, -0.98404, 0.02114], [-1.80272, -0.16060, 0.43947], [-0.83650, 0.72744, -0.29301], [0.72121, 0.57912, -0.01914], [1.57625, 1.05297, -1.15731], [1.21215, 1.14053, 1.19704], [2.15385, -1.29587, -0.28843], [0.39843, 1.43655, 2.06586], [0.21591, -2.82202, 0.72267], [-1.94358, -2.34192, 0.72327], [-2.81803, -0.09306, 0.01817], [-1.88516, 0.15860, 1.61705], [-0.83751, 0.55642, -1.35652], [-0.97653, 1.80008, -0.15855], [1.44833, 2.16382, -1.23524], [1.12583, 0.84260, -2.23284], [2.51971, 0.62723, -1.00028]],
  "forces_ev_per_angstrom": [[1.077, -2.491, 0.129], [-0.426, 3.126, 0.083], [-0.623, 2.824, 0.856], [-0.589, 0.379, 2.428], [2.099, 1.087, 0.103], [-2.620, -2.092, -0.987], [-2.883, 2.482, -2.683], [-0.009, 0.824, 2.236], [1.225, -1.615, -0.183], [0.808, -0.652, -1.733], [0.682, -0.645, -0.263], [-1.442, -1.456, 0.559], [0.352, 0.038, 0.149], [0.069, -0.609, -2.851], [-0.653, -0.230, -0.488], [-0.646, 0.007, 0.128], [1.068, -0.598, 0.550], [0.923, -0.572, 2.294], [1.586, 0.194, -0.326]]
}

# 3
{
  "formula": "C7H9NO2",
  "method": "ωB97M-V/def2-TZVPD",
  "e_lumo_ev": 0.712,
  "e_homo_ev": -9.6,
  "multiplicity": 1,
  "charge": 0,
  "smiles": "CC1([N+](=O)[O-])C=CCC=C1",
  "species": ["C", "C", "C", "C", "C", "C", "C", "N", "O", "O", "H", "H", "H", "H", "H", "H", "H", "H", "H"],
  "coordinates": [[0.21042, -1.32035, -1.28114], [-1.69709, -0.20701, -0.15518], [0.99545, -0.61836, -0.46515], [-0.84562, 0.29401, 0.77887], [-1.24860, -1.35616, -1.06453], [0.59549, 0.12120, 0.74943], [1.23542, 1.45140, 0.96258], [0.96134, -0.78677, 1.98916], [1.52740, -1.80654, 1.71510], [0.71146, -0.30124, 3.07822], [0.72166, -1.90079, -2.07303], [-2.76277, -0.02649, -0.31750], [2.12592, -0.55190, -0.47904], [-1.22891, 1.00416, 1.51119], [-1.87773, -1.47964, -1.92140], [-1.40007, -2.32889, -0.53979], [1.76387, 1.65308, 2.00212], [0.54679, 2.25969, 0.89594], [1.97051, 1.70126, 0.18729]],
  "forces_ev_per_angstrom": [[1.628, 0.363, -0.402], [1.016, -1.411, 0.360], [2.493, 0.084, 0.020], [-3.787, 0.495, -1.028], [0.101, -0.203, 1.314], [-0.716, -1.013, 0.524], [2.776, 1.672, 1.654], [0.098, 1.748, -0.680], [0.113, -0.873, 0.958], [0.138, -0.971, -0.231], [-0.655, 0.350, 0.406], [0.347, 0.539, 0.894], [-1.342, -0.664, -0.914], [0.029, -0.084, -0.146], [-0.064, 0.335, -0.862], [-0.247, 0.519, 0.100], [-1.074, -0.917, -2.052], [-0.916, 0.452, -0.055], [0.063, -0.423, 0.139]]
}

# 4
{
  "formula": "C7H9NO2",
  "method": "ωB97M-V/def2-TZVPD",
  "e_lumo_ev": 0.474,
  "e_homo_ev": -9.3,
  "multiplicity": 1,
  "charge": 0,
  "species": ["C", "C", "C", "C", "C", "C", "C", "H", "H", "H", "H", "H", "H", "H", "H", "H", "N", "O", "O"],
  "coordinates": [[-0.22686, -1.30816, 2.44910], [-0.37837, -1.01607, 1.03162], [0.26201, 0.05785, 0.49657], [1.08450, 0.99582, 1.11682], [1.08570, 1.47971, -0.97298], [0.32946, 0.48477, -0.83668], [-0.36296, -0.11798, -2.05371], [-0.85059, -0.67447, 3.09410], [-0.85812, -2.53991, 2.73686], [0.95083, -1.36077, 2.52756], [1.68526, 1.09845, 1.99407], [2.04241, 2.61775, 0.39888], [1.25960, 2.02767, -1.78787], [0.06623, -1.07101, -2.29572], [-0.43490, 0.62841, -2.70287], [-1.38444, -0.81849, -1.27305], [1.51803, 1.93624, 0.30902], [-1.21068, -1.70801, 0.39346], [-1.77225, -0.40661, -1.92341]],
  "forces_ev_per_angstrom": [[0.344, -4.382, 1.918], [-4.658, -3.705, 0.088], [3.002, 3.377, -0.232], [0.901, -0.106, 2.699], [2.784, 4.669, 2.550], [-4.532, -5.280, -1.789], [0.180, -0.474, 1.147], [0.996, 0.298, -0.067], [2.453, 3.827, -1.176], [-2.433, 0.115, 1.173], [-0.872, -0.869, 1.543], [6.414, 7.869, 1.803], [0.734, 2.056, -3.009], [0.930, -0.119, -0.811], [1.207, 2.678, -3.688], [-0.795, -5.788, 7.626], [-6.800, -8.874, -5.385], [1.653, 1.004, 0.050], [-1.508, 3.705, -4.442]]
}

# 5
{
  "formula": "C7H9NO3",
  "method": "ωB97M-V/def2-TZVPD",
  "e_lumo_ev": -2.508,
  "e_homo_ev": -10.0,
  "multiplicity": 1,
  "charge": 0,
  "smiles": "N#CC(=O)C=O.CC1(C)CO1",
  "species": ["C", "C", "C", "C", "C", "C", "C", "H", "H", "H", "H", "H", "H", "H", "H", "H", "N", "O", "O", "O"],
  "coordinates": [[5.53793, -0.48311, 0.08410], [4.35230, 0.28632, -0.36755], [3.10263, -0.44400, -0.26725], [-1.17533, 0.38117, 0.82801], [-2.38503, 0.08531, -0.03769], [-3.41979, 1.19264, -0.17342], [-2.74821, -1.31523, -0.25541], [5.23016, -1.47282, 0.48811], [-1.49906, 0.50233, 1.86787], [-0.71123, 1.30509, 0.46988], [-0.41875, -0.41169, 0.73036], [-2.95417, 2.06727, -0.65511], [-4.25687, 0.89027, -0.78330], [-3.78337, 1.48458, 0.82522], [-3.79995, -1.58567, -0.45500], [-2.11952, -2.11357, 0.18405], [2.10606, -1.04780, -0.32295], [6.70674, -0.16175, 0.01443], [4.32970, 1.41256, -0.89185], [-2.09426, -0.57190, -1.28249]],
  "forces_ev_per_angstrom": [[2.476, -1.018, 0.611], [-0.700, 4.080, -2.173], [-2.458, -1.494, -0.179], [-0.090, 0.045, -0.459], [0.048, 0.055, -0.137], [0.640, 0.087, 0.562], [-0.249, -0.594, 0.040], [0.224, 0.137, 0.012], [0.231, -0.001, -0.126], [-0.014, 0.034, 0.217], [-0.388, 0.167, 0.152], [-0.119, -0.229, 0.234], [-0.227, -0.226, -0.152], [0.075, 0.004, -0.355], [0.583, 0.117, 0.059], [-0.483, 0.486, -0.174], [1.893, 1.114, 0.278], [-1.938, 0.034, -0.086], [0.503, -2.858, 1.548], [-0.006, 0.061, 0.127]]
}

# 6
{
  "formula": "C7H9NO3S",
  "method": "ωB97M-V/def2-TZVPD",
  "e_lumo_ev": -0.597,
  "e_homo_ev": -8.3,
  "multiplicity": 1,
  "charge": 0,
  "species": ["C", "C", "C", "C", "C", "C", "C", "N", "O", "O", "O", "S", "H", "H", "H", "H", "H", "H", "H", "H", "H"],
  "coordinates": [[-3.58364, 0.77926, 0.39033], [-2.28713, 0.38235, 0.83891], [-3.58079, 0.41942, -0.91430], [-1.65317, -0.26873, -0.19372], [0.53314, -1.35104, 0.75685], [-0.21508, -0.62005, -0.29371], [0.88840, 0.09084, 0.45754], [2.12650, 0.57339, -0.14754], [4.85677, -0.89673, -0.76482], [5.13505, 1.45791, -0.48379], [-2.49760, -0.23635, -1.32759], [4.92733, 0.22005, 0.16491], [-4.32341, 1.38159, 0.93010], [-1.81832, 0.47988, 1.75465], [-4.45200, 0.49525, -1.56109], [0.17663, -1.51154, 1.73353], [1.13942, -2.24834, 0.35845], [0.00555, -1.05256, -1.30746], [0.30761, 0.71362, 1.06088], [2.31864, -0.26818, -0.80254], [1.99609, 1.45995, -0.64959]],
  "forces_ev_per_angstrom": [[0.774, 0.513, -0.005], [-0.030, -1.275, -2.002], [-2.541, 0.295, 0.028], [-0.631, 1.521, 0.338], [2.265, -1.148, -0.930], [-1.040, -1.413, -2.613], [-0.312, -0.808, -1.469], [-0.373, -2.643, -0.611], [-0.062, 0.409, 1.287], [0.280, 1.636, -0.039], [1.628, -0.126, 1.350], [-0.317, -1.968, -1.227], [0.314, -0.568, -0.419], [0.512, 0.376, 1.826], [0.610, -0.140, -0.322], [-0.790, -0.286, 0.912], [-0.678, 1.787, 0.752], [-0.004, 0.668, 0.935], [0.238, 1.492, 1.497], [0.182, 2.423, 0.762], [-0.023, -0.746, -0.052]]
}

| no. | calculated total energy (eV) |
| --- | --- |
| 1 | -10939.0692 |
| 2 | -12986.0175 |
| 3 | -12985.5652 |
| 4 | -12984.4700 |
| 5 | -15034.1163 |
| 6 | -25869.8828 |